No. 1
Here is the ion C4H11N3 with charge +2 from the Open Molecules 2025 dataset. Energies are from ωB97M-V/def2-TZVPD.

Last column: Löwdin charge in e.
Positions of all 18 atoms, in Å:
C -1.462 -0.009 0.029  -0.30
C -0.276 0.847 0.879  0.00
C 0.363 -1.336 0.510  -0.06
C 1.460 0.391 -0.874  0.05
N -0.887 -1.204 -0.127  0.20
N -2.542 0.553 -0.378  0.30
N 0.886 0.045 0.493  -0.11
H -0.143 2.005 0.634  0.19
H -0.706 0.915 1.949  0.17
H 0.185 -1.656 1.519  0.18
H 0.929 -2.168 -0.012  0.20
H 0.769 0.860 -1.695  0.17
H 2.389 0.940 -0.830  0.11
H 1.708 -0.623 -1.260  0.11
H -1.183 -1.891 -0.800  0.20
H -2.734 1.560 -0.505  0.19
H -3.310 -0.023 -0.752  0.19
H 1.711 -0.035 1.078  0.21

Output
Spin multiplicity = 3
Net charge = +2
HOMO level (spin up / spin down) = -15.2 / -21.3 eV
LUMO level (spin up / spin down) = -6.9 / -13.3 eV
E_tot = -322.39519 Eh
F_max = 0.186 hartree/bohr

---

No. 2
Here is the molecule C4H11N3O from the Open Molecules 2025 dataset. Energies are from ωB97M-V/def2-TZVPD.

Last column: Löwdin charge in e.
Positions of all 19 atoms, in Å:
C 0.037 -0.848 -1.648  -0.03
C -0.641 -0.181 -0.464  -0.55
N -1.678 -0.994 0.048  0.10
N -0.945 1.241 -0.814  0.03
N 0.270 1.654 -0.022  0.04
C 0.367 0.370 0.651  -0.54
C 1.769 -0.198 0.736  -0.01
O -0.281 0.348 1.909  0.00
H 0.484 -1.789 -1.343  0.08
H -0.713 -1.039 -2.412  0.08
H 0.788 -0.183 -2.060  0.08
H -2.060 -0.632 0.913  0.08
H -2.381 -1.229 -0.640  0.09
H -1.790 1.547 -0.324  0.09
H 0.065 2.444 0.585  0.11
H 2.263 -0.122 -0.226  0.08
H 2.351 0.366 1.466  0.08
H 1.723 -1.240 1.043  0.09
H 0.372 0.484 2.603  0.09

Output
Spin multiplicity = 1
HOMO level = -8.3 eV
SMILES = C[C@]1(N)NN[C@@]1(C)O
LUMO level = 0.8 eV
E_tot = -398.46487 Eh
F_max = 0.021 hartree/bohr

---

No. 3
Here is a cluster of 2 separate species, C4H11N3O in total from the Open Molecules 2025 dataset. Energies are from ωB97M-V/def2-TZVPD.

Last column: Löwdin charge in e.
Positions of all 19 atoms, in Å:
C -1.265 1.516 1.969  0.00
N -0.889 0.956 0.918  0.01
C -0.767 -0.471 0.602  -0.52
C -1.895 -0.900 -0.310  -0.02
O -0.074 -1.231 1.250  0.06
H -1.640 0.954 2.827  0.09
H -1.184 2.594 2.071  0.08
H -1.996 -1.983 -0.310  0.09
H -1.674 -0.597 -1.333  0.07
H -2.829 -0.433 -0.005  0.08
C 2.245 0.287 -0.244  -0.14
N 0.988 0.367 -0.967  -0.25
N 0.715 -0.697 -1.863  -0.03
H 2.110 0.021 0.811  0.06
H 2.941 -0.457 -0.636  0.07
H 2.729 1.262 -0.282  0.06
H 0.250 1.078 -0.523  0.13
H 0.835 -1.583 -1.361  0.08
H 1.400 -0.684 -2.614  0.07

Output
Spin multiplicity = 1
HOMO level = -8.1 eV
SMILES = C=NC(C)=O.CNN
LUMO level = 0.8 eV
E_tot = -398.41062 Eh
F_max = 0.072 hartree/bohr

---

No. 4
Here is a cluster of 2 separate species, C4H11N3O in total from the Open Molecules 2025 dataset. Energies are from ωB97M-V/def2-TZVPD.

Last column: Löwdin charge in e.
Positions of all 19 atoms, in Å:
C -1.194 -0.761 -1.018  -0.33
C -0.077 -1.528 -0.329  -0.30
C 1.321 0.573 -0.124  -0.31
C 1.639 1.600 0.937  -0.29
H -2.961 -1.132 0.227  0.14
H -1.714 0.069 0.880  0.06
H -1.880 -1.496 -1.572  0.13
H -0.922 0.191 -1.565  0.10
H -0.560 -2.593 -0.050  0.17
H 0.447 -1.612 -1.200  0.06
H 0.366 -0.354 1.350  0.05
H 1.328 0.321 -2.103  0.09
H 1.751 2.696 0.554  0.14
H 2.533 1.144 1.717  0.19
H -0.679 1.177 1.146  0.30
N -2.286 -0.211 -0.118  -0.09
N 0.804 -0.827 0.530  0.03
N 1.344 1.150 -1.370  0.10
O 0.738 1.593 2.108  -0.23

Output
Spin multiplicity = 1
HOMO level = -9.6 eV
LUMO level = -1.7 eV
E_tot = -398.18543 Eh
F_max = 0.122 hartree/bohr

---

No. 5
Here is a cluster of 3 separate species, C4H11N3O in total from the Open Molecules 2025 dataset. Energies are from ωB97M-V/def2-TZVPD.

Last column: Löwdin charge in e.
Positions of all 19 atoms, in Å:
C 1.559 -1.558 -0.753  -0.10
C 1.655 1.434 0.605  -0.01
C -0.427 0.676 -0.272  -0.53
C -1.576 -0.365 -0.531  -0.16
H 1.100 -1.292 -1.754  0.08
H 2.613 -0.992 -0.651  0.08
H 1.416 -2.667 -0.591  0.08
H 0.136 -1.365 0.776  0.12
H 1.847 2.346 -1.039  0.21
H 2.882 -0.022 0.953  0.22
H 1.303 2.018 1.754  0.12
H -2.383 0.422 -0.911  0.13
H -1.496 -1.154 -1.375  0.12
H -3.150 -1.240 0.659  0.05
H -2.481 -0.047 1.282  0.07
N 1.152 -0.955 0.645  -0.10
N 0.790 0.263 0.127  -0.35
N -2.190 -0.922 0.806  -0.03
O -0.914 1.770 -0.555  0.00

Output
Spin multiplicity = 1
HOMO level = -9.1 eV
LUMO level = -0.7 eV
E_tot = -398.07733 Eh
F_max = 0.156 hartree/bohr

---

No. 6
Here is a structure of composition C4H11N3O from the Open Molecules 2025 dataset. Energies are from ωB97M-V/def2-TZVPD.

Last column: Löwdin charge in e.
Positions of all 19 atoms, in Å:
C 1.180 0.331 1.222  -0.09
C 2.043 0.412 -1.469  -0.19
C -1.870 -1.470 0.423  -0.04
N 0.826 0.770 -0.782  -0.14
C -1.097 -0.350 -0.191  -0.51
N -1.744 0.825 -0.503  0.12
O 0.387 1.182 1.886  0.02
N 0.197 -0.433 -0.315  -0.07
H -0.434 0.747 2.151  0.11
H -2.693 0.764 -0.840  0.09
H -1.113 1.468 -0.983  0.07
H 2.158 0.752 1.034  0.09
H 1.237 -0.673 1.633  0.11
H 2.721 -0.247 -0.892  0.06
H 1.843 -0.118 -2.411  0.07
H 2.584 1.332 -1.697  0.07
H -2.703 -1.772 -0.220  0.07
H -1.220 -2.332 0.566  0.08
H -2.305 -1.187 1.390  0.07

Output
Spin multiplicity = 1
HOMO level (spin up / spin down) = -6.7 / -6.7 eV
LUMO level (spin up / spin down) = 0.7 / 0.7 eV
E_tot = -398.35255 Eh
F_max = 0.040 hartree/bohr

---

No. 7
Here is the ion C4H11N3O with charge +2 from the Open Molecules 2025 dataset. Energies are from ωB97M-V/def2-TZVPD.

Last column: Löwdin charge in e.
Positions of all 19 atoms, in Å:
C 0.494 1.853 1.194  0.05
N -0.515 1.270 0.237  0.01
C -0.029 0.326 -0.660  -0.13
C -1.063 -0.288 -1.562  -0.01
O -1.678 -1.476 -0.851  0.03
N -0.578 -1.923 -0.231  0.09
C 0.426 -1.167 0.125  -0.15
N 1.503 -1.492 0.776  0.22
H 1.314 2.223 0.621  0.10
H -0.046 2.664 1.775  0.15
H 0.852 0.995 1.868  0.13
H -1.214 1.943 -0.104  0.21
H -1.201 0.947 0.977  0.23
H 0.780 0.612 -1.343  0.19
H -1.854 0.464 -1.764  0.17
H -0.780 -0.632 -2.500  0.13
H -0.572 -2.892 -0.193  0.18
H 2.351 -0.894 0.761  0.17
H 1.811 -2.531 0.877  0.22

Output
Spin multiplicity = 1
Net charge = +2
HOMO level = -18.8 eV
SMILES = C[NH2+][C@@H]1CONC1=[NH2+]
LUMO level = -8.1 eV
E_tot = -397.75034 Eh
F_max = 0.112 hartree/bohr

---

No. 8
Here is a structure of composition C4H11N3O2 from the Open Molecules 2025 dataset. Energies are from ωB97M-V/def2-TZVPD.

Last column: Löwdin charge in e.
Positions of all 20 atoms, in Å:
C -1.981 -1.127 0.867  -0.08
C -0.955 1.066 0.776  -0.49
N -1.126 -0.115 0.315  0.01
N -1.811 1.669 1.662  0.16
N 0.000 1.858 0.267  0.16
H -0.156 -0.643 -0.130  0.05
H -2.938 -0.734 1.196  0.07
H -1.525 -1.612 1.727  0.09
H -2.399 1.113 2.266  0.09
H -1.511 2.545 2.062  0.10
H 0.573 1.418 -0.467  0.00
H -0.242 2.815 0.076  0.11
H -2.126 -1.899 0.110  0.09
C 2.870 -1.181 -1.749  0.00
C 1.621 -0.495 -1.243  -0.62
O 0.748 -1.277 -0.730  0.00
O 1.490 0.730 -1.344  0.01
H 2.580 -1.880 -2.533  0.08
H 3.323 -1.778 -0.969  0.08
H 3.565 -0.473 -2.156  0.07

Output
Spin multiplicity = 1
HOMO level = -9.3 eV
LUMO level = 0.7 eV
E_tot = -473.79147 Eh
F_max = 0.045 hartree/bohr

---

Copy entry 3 word for word.
Here is a cluster of 2 separate species, C4H11N3O in total from the Open Molecules 2025 dataset. Energies are from ωB97M-V/def2-TZVPD.

Last column: Löwdin charge in e.
Positions of all 19 atoms, in Å:
C -1.265 1.516 1.969  0.00
N -0.889 0.956 0.918  0.01
C -0.767 -0.471 0.602  -0.52
C -1.895 -0.900 -0.310  -0.02
O -0.074 -1.231 1.250  0.06
H -1.640 0.954 2.827  0.09
H -1.184 2.594 2.071  0.08
H -1.996 -1.983 -0.310  0.09
H -1.674 -0.597 -1.333  0.07
H -2.829 -0.433 -0.005  0.08
C 2.245 0.287 -0.244  -0.14
N 0.988 0.367 -0.967  -0.25
N 0.715 -0.697 -1.863  -0.03
H 2.110 0.021 0.811  0.06
H 2.941 -0.457 -0.636  0.07
H 2.729 1.262 -0.282  0.06
H 0.250 1.078 -0.523  0.13
H 0.835 -1.583 -1.361  0.08
H 1.400 -0.684 -2.614  0.07

Output
Spin multiplicity = 1
HOMO level = -8.1 eV
SMILES = C=NC(C)=O.CNN
LUMO level = 0.8 eV
E_tot = -398.41062 Eh
F_max = 0.072 hartree/bohr